1.
One molecule with the formula C3H5NO2, computed with the ωB97M-V functional and the def2-TZVPD basis.

```
11
Properties=species:S:1:pos:R:3:forces:R:3:nbo_charge:R:1
C -1.9574 0.2575 -0.1961 -0.20 0.10 -0.03 -0.721
C -0.7769 -0.6502 -0.1356 -0.48 -0.56 -0.29 0.798
O -0.7538 -1.7844 -0.5084 -0.02 0.37 0.15 -0.527
O 0.3203 0.0259 0.3593 0.04 -0.30 0.13 -0.577
C 1.4150 -0.7782 0.5256 0.18 0.59 -0.14 0.325
N 2.4522 0.0346 0.6511 0.02 -0.43 -0.42 -0.802
H -2.2101 0.6032 0.8047 -0.03 0.04 0.03 0.239
H -1.7038 1.1298 -0.7953 -0.02 0.09 0.00 0.238
H -2.7998 -0.2660 -0.6432 0.09 0.03 0.08 0.240
H 3.2971 -0.4620 0.4319 0.50 0.35 0.53 0.405
H 2.4246 1.0486 0.5292 -0.09 -0.29 -0.03 0.381
```
Positions in Å, forces in eV/Å.

LUMO energy ... 0.90 eV
E_tot ... -8775.703 eV
F_max ... 0.80 eV Å⁻¹

---

2.
One molecule with the formula CH4N2OS at a distorted geometry, computed with the ωB97M-V functional and the def2-TZVPD basis.

```
9
Properties=species:S:1:pos:R:3:forces:R:3:nbo_charge:R:1
N -0.1690 -0.7923 0.9534 -0.47 -3.81 2.23 -0.862
C -0.5204 -0.7912 -0.3770 0.43 3.46 0.78 0.782
O -1.1136 -1.6045 -0.9962 -0.32 -0.49 -0.82 -0.555
N -0.3176 0.6400 -0.7825 2.86 0.23 -4.94 -0.791
S 1.1012 1.3897 -0.0214 -0.98 2.87 0.76 0.083
H 0.8248 -0.7467 1.1542 -0.23 0.57 -0.12 0.404
H -0.5064 -1.6857 1.4316 0.42 1.53 -1.08 0.389
H 0.0550 0.7822 -1.9846 -2.12 -1.07 4.66 0.401
H 0.6459 2.8085 0.6224 0.41 -3.31 -1.48 0.150
```
Positions in Å, forces in eV/Å.

LUMO energy ... 0.31 eV
E_tot ... -16962.658 eV
F_max ... 5.71 eV Å⁻¹

---

3.
C14H16F5O4RuS as an isolated structure, computed with the ωB97M-V functional and the def2-TZVPD basis.

```
41
Properties=species:S:1:pos:R:3:forces:R:3:nbo_charge:R:1
Ru -0.1927 -0.3802 -0.1877 -0.67 0.27 -0.26 1.268
C -2.2302 -1.9536 1.3820 -0.01 -0.03 0.00 -0.098
C -2.2561 -0.6817 2.1920 0.01 -0.03 0.08 -0.087
O -1.0415 0.0622 1.9213 -0.01 0.02 -0.14 -0.577
C -1.1495 1.4924 2.1239 -0.02 0.02 0.02 -0.090
C -0.8600 2.1953 0.8087 0.37 0.09 0.11 -0.107
O -1.6049 1.4787 -0.1791 0.28 -0.02 -0.09 -0.567
C -1.5062 1.9074 -1.5505 -0.03 0.01 -0.02 -0.104
C -2.1524 0.8040 -2.3476 0.00 0.06 -0.07 -0.089
O -1.3866 -0.4113 -2.1594 -0.02 -0.05 0.16 -0.575
C -2.1487 -1.6308 -2.3358 -0.01 -0.01 -0.04 -0.088
C -2.1013 -2.4632 -1.0546 0.00 0.01 -0.02 -0.101
O -2.1261 -1.5082 0.0165 0.06 -0.02 0.07 -0.577
H -1.3774 -2.5909 1.6343 -0.01 -0.01 0.01 0.205
H -3.1550 -2.5123 1.5329 -0.01 0.00 -0.03 0.235
H -3.1116 -0.0787 1.8846 0.00 0.00 0.02 0.210
H -2.3220 -0.9019 3.2578 0.03 0.01 0.00 0.231
H -2.1514 1.7313 2.4772 -0.01 -0.01 -0.02 0.219
H -0.4277 1.7941 2.8817 -0.02 -0.01 0.03 0.228
H -1.1001 3.2595 0.8599 -0.28 -0.06 -0.04 0.239
H 0.2113 2.1405 0.5557 -0.03 0.03 0.05 0.176
H -2.0375 2.8480 -1.7028 -0.02 0.00 0.04 0.237
H -0.4535 2.0467 -1.8237 -0.02 0.02 -0.02 0.198
H -3.1650 0.6431 -1.9746 -0.01 0.01 -0.02 0.211
H -2.1877 1.0581 -3.4073 0.04 -0.03 -0.01 0.231
H -3.1762 -1.3687 -2.5811 0.00 0.01 0.02 0.214
H -1.7225 -2.1913 -3.1665 -0.01 0.02 -0.02 0.231
H -2.9675 -3.1242 -1.0011 0.00 -0.01 0.01 0.234
H -1.1933 -3.0715 -0.9873 0.00 -0.01 0.01 0.192
F 6.4440 1.6632 0.6294 0.12 -0.08 0.07 -0.209
C 5.4089 0.9050 0.4586 0.02 -0.20 0.06 0.415
C 4.2702 1.4748 -0.1516 0.11 0.33 -0.05 0.289
F 4.3270 2.7392 -0.5082 -0.09 -0.03 -0.02 -0.240
C 3.1622 0.7184 -0.3499 -0.06 -0.33 0.25 0.335
F 2.0770 1.2614 -0.9068 -0.09 0.01 -0.06 -0.295
C 3.1250 -0.6507 0.0383 -0.03 0.19 -0.18 -0.291
S 1.8354 -1.6859 -0.2942 0.24 -0.27 0.23 0.075
C 4.2873 -1.1864 0.6622 0.03 -0.14 -0.12 0.384
F 4.2689 -2.4402 1.0375 0.04 -0.02 0.00 -0.239
C 5.4156 -0.4341 0.8720 0.03 0.17 -0.02 0.314
F 6.4716 -0.9575 1.4431 0.07 0.11 0.01 -0.240
```
Positions in Å, forces in eV/Å.

Spin multiplicity ... 6
Total charge ... +2
LUMO energy (alpha / beta) ... -5.99 / -9.93 eV
E_tot ... -49951.465 eV
F_max ... 0.77 eV Å⁻¹

---

Please write out number 2 again, unchanged.
One molecule with the formula CH4N2OS at a distorted geometry, computed with the ωB97M-V functional and the def2-TZVPD basis.

```
9
Properties=species:S:1:pos:R:3:forces:R:3:nbo_charge:R:1
N -0.1690 -0.7923 0.9534 -0.47 -3.81 2.23 -0.862
C -0.5204 -0.7912 -0.3770 0.43 3.46 0.78 0.782
O -1.1136 -1.6045 -0.9962 -0.32 -0.49 -0.82 -0.555
N -0.3176 0.6400 -0.7825 2.86 0.23 -4.94 -0.791
S 1.1012 1.3897 -0.0214 -0.98 2.87 0.76 0.083
H 0.8248 -0.7467 1.1542 -0.23 0.57 -0.12 0.404
H -0.5064 -1.6857 1.4316 0.42 1.53 -1.08 0.389
H 0.0550 0.7822 -1.9846 -2.12 -1.07 4.66 0.401
H 0.6459 2.8085 0.6224 0.41 -3.31 -1.48 0.150
```
Positions in Å, forces in eV/Å.

LUMO energy ... 0.31 eV
E_tot ... -16962.658 eV
F_max ... 5.71 eV Å⁻¹

---

Which value of E_tot does entry 3 give? -49951.465 eV

---

Look up the E_tot of the first one. -8775.703 eV